[1]
Here is a 2-piece molecular cluster, C3H11NO3 overall at a distorted geometry from the OMol25 dataset. Energies are from the ωB97M-V functional and the def2-TZVPD basis.

Structure (ORCA input):
```
! wB97M-V def2-TZVPD RIJCOSX def2/J DEFGRID3
* xyz 1 2
C -0.02 1.14 -0.39
C -1.35 0.48 -0.76
O -2.15 0.55 0.43
N 0.91 0.26 0.38
C 2.24 0.77 0.18
O 3.30 0.00 0.78
H -0.25 2.01 0.22
H 0.40 1.47 -1.32
H -1.85 1.05 -1.55
H -1.19 -0.53 -1.20
H -2.39 -0.38 0.54
H 0.76 -0.69 0.02
H 2.32 1.81 0.52
H 2.46 0.72 -0.90
H 3.09 0.12 1.72
H -2.03 -3.24 1.20
H -2.03 -2.94 -0.36
O -2.22 -2.60 0.51
*
```

⟨S²⟩: 0.754
Frontier orbital gap (alpha / beta) (eV): 11.44 / 5.85
HOMO (alpha / beta) (Eh): -0.542 / -0.540

=====

[2]
Here is a 3-piece molecular cluster, C3H11NO3S overall at a distorted geometry from the OMol25 dataset. Energies are from the ωB97M-V functional and the def2-TZVPD basis.

Structure (ORCA input):
```
! wB97M-V def2-TZVPD RIJCOSX def2/J DEFGRID3
* xyz 1 2
O -0.11 0.11 -0.59
C 0.77 0.56 0.09
C 1.85 -0.53 0.46
C 1.24 -1.90 0.59
S 1.24 -2.50 -1.12
N 2.70 -0.10 1.54
H 0.70 1.57 0.51
H 2.53 -0.36 -0.44
H 1.92 -2.63 1.06
H 0.20 -1.91 0.94
H 0.28 -1.77 -1.61
H 3.45 -0.76 1.77
H 3.20 0.77 1.35
H -5.66 2.60 -1.23
H -4.28 2.40 -1.83
O -4.82 3.03 -1.36
H -1.86 2.16 2.03
H -2.73 2.49 0.73
O -2.47 2.76 1.61
*
```

⟨S²⟩: 0.756
Frontier orbital gap (alpha / beta) (eV): 9.48 / 4.80
HOMO (alpha / beta) (Eh): -0.502 / -0.502

=====

[3]
Here is a 5-piece molecular cluster, C3H11NO4 overall at a distorted geometry from the OMol25 dataset. Energies are from the ωB97M-V functional and the def2-TZVPD basis.

Structure (ORCA input):
```
! wB97M-V def2-TZVPD RIJCOSX def2/J DEFGRID3
* xyz 0 1
O -1.48 -0.17 -1.14
C -2.16 0.72 -0.60
N 1.04 0.39 2.14
C 0.25 -0.60 2.09
O 2.27 -0.76 -0.10
C -1.71 2.02 -0.25
H 1.77 0.29 1.40
H 0.48 -1.59 1.70
H -0.79 -0.40 2.35
H 3.14 -0.81 -0.52
H -3.25 0.62 -0.60
H -2.45 2.72 0.13
H -0.67 2.25 -0.44
H 0.07 0.74 -1.44
H 1.50 0.46 -0.88
O 0.93 1.16 -1.29
H -0.62 -1.52 -0.56
H 0.90 -1.91 -0.41
O -0.02 -2.26 -0.39
*
```

Frontier orbital gap (eV): 3.54
HOMO (Eh): -0.329

=====

[4]
Here is a 3-piece molecular cluster, C3H11NO4 overall at a distorted geometry from the OMol25 dataset. Energies are from the ωB97M-V functional and the def2-TZVPD basis.

Structure (ORCA input):
```
! wB97M-V def2-TZVPD RIJCOSX def2/J DEFGRID3
* xyz 0 1
C 0.27 -2.70 -0.24
C -0.54 -1.45 0.14
N -0.86 -1.19 1.51
C 0.52 -0.28 -0.23
O 1.40 0.01 0.54
O 0.00 0.48 -1.17
H -0.19 -3.57 0.26
H 0.27 -2.82 -1.33
H 1.25 -2.72 0.20
H -1.44 -1.31 -0.47
H -0.10 -1.44 2.13
H -1.27 -0.25 1.56
H 0.70 1.43 -1.21
O 1.84 2.26 -1.11
H 1.50 3.08 -1.55
H 1.46 2.30 -0.18
O -2.30 1.83 0.60
H -3.11 2.09 1.05
H -2.31 1.89 -0.35
*
```

SMILES: C[C@@H](N)C(=O)O.O.O
Frontier orbital gap (eV): 8.46
HOMO (Eh): -0.306

=====

[5]
Here is C3H11NO4 as an isolated structure at a distorted geometry from the OMol25 dataset. Energies are from the ωB97M-V functional and the def2-TZVPD basis.

Structure (ORCA input):
```
! wB97M-V def2-TZVPD RIJCOSX def2/J DEFGRID3
* xyz 0 1
H -1.58 0.96 -0.76
O -2.58 0.54 -1.32
O -0.40 1.03 -0.67
H -2.77 -0.40 -1.33
H -1.90 0.49 -2.02
C -0.03 0.55 0.47
O -0.79 0.42 1.39
C 1.43 -0.05 0.41
H 1.36 -0.98 -0.03
N 1.98 -0.01 1.74
H 2.94 -0.23 1.84
H 1.63 0.78 2.36
C 2.08 0.87 -0.62
H 3.18 0.45 -0.77
H 1.54 0.96 -1.54
H 2.15 1.95 -0.57
O -3.18 -2.37 0.36
H -2.36 -2.68 -0.06
H -2.69 -2.27 1.15
*
```

Frontier orbital gap (eV): 8.97
HOMO (Eh): -0.327

=====

[6]
Here is a 3-piece molecular cluster, C3H11NO4 overall at a distorted geometry from the OMol25 dataset. Energies are from the ωB97M-V functional and the def2-TZVPD basis.

Structure (ORCA input):
```
! wB97M-V def2-TZVPD RIJCOSX def2/J DEFGRID3
* xyz 0 1
C 0.92 0.51 -2.18
N 0.49 0.06 -0.85
C 1.55 -0.31 0.06
C 1.21 -0.03 1.53
O 1.97 0.40 2.35
O -0.04 -0.36 1.94
H 1.99 0.43 -2.37
H 0.47 -0.09 -2.98
H 0.44 1.45 -2.43
H -0.09 -0.77 -0.99
H 2.49 0.25 -0.14
H 1.87 -1.37 -0.04
H -0.74 -0.92 1.26
O -1.91 -1.37 0.77
H -2.32 -1.64 1.60
H -2.32 -0.49 0.55
O -2.20 1.13 0.38
H -1.22 1.27 0.62
H -2.56 1.85 0.92
*
```

SMILES: CNCC(=O)O.O.O
Frontier orbital gap (eV): 9.48
HOMO (Eh): -0.334

=====

[7]
Here is a 2-piece molecular cluster, C3H11NOP overall at a distorted geometry from the OMol25 dataset. Energies are from the ωB97M-V functional and the def2-TZVPD basis.

Structure (ORCA input):
```
! wB97M-V def2-TZVPD RIJCOSX def2/J DEFGRID3
* xyz 1 1
C 0.85 1.59 -0.32
C -2.61 -0.01 -0.53
C -0.10 0.49 -0.02
N -1.36 0.65 -0.58
O 2.79 -1.95 0.35
P 0.52 -0.89 1.06
H 1.77 1.49 0.28
H 0.39 2.57 -0.28
H 1.15 1.40 -1.44
H -2.55 -0.69 0.33
H -3.44 0.69 -0.50
H -2.72 -0.50 -1.47
H -1.41 1.41 -1.34
H 2.71 -2.52 -0.40
H 3.06 -2.49 1.09
H -0.54 -0.94 1.86
H 1.48 -0.30 1.92
*
```

Frontier orbital gap (eV): 8.89
HOMO (Eh): -0.492

=====

[8]
Here is a 2-piece molecular cluster, C3H11NOS overall at a distorted geometry from the OMol25 dataset. Energies are from the ωB97M-V functional and the def2-TZVPD basis.

Structure (ORCA input):
```
! wB97M-V def2-TZVPD RIJCOSX def2/J DEFGRID3
* xyz 0 1
C -2.27 -4.48 -0.78
S -3.44 -3.39 -1.62
C -3.02 -1.83 -0.85
H -1.40 -3.85 -0.51
H -2.63 -4.91 0.09
H -1.72 -5.05 -1.70
H -3.46 -1.90 0.18
H -3.28 -0.99 -1.45
H -1.96 -2.01 -0.74
N 3.07 4.10 -0.10
C 3.13 3.54 1.26
O 2.11 2.62 1.60
H 2.23 4.69 -0.33
H 3.44 3.55 -0.86
H 3.00 4.42 1.95
H 4.10 3.12 1.34
H 2.09 2.37 2.53
*
```

SMILES: CSC.NCO
Frontier orbital gap (eV): 9.26
HOMO (Eh): -0.307

=====

[9]
Here is a 2-piece molecular cluster, C3H11NOS overall at a distorted geometry from the OMol25 dataset. Energies are from the ωB97M-V functional and the def2-TZVPD basis.

Structure (ORCA input):
```
! wB97M-V def2-TZVPD RIJCOSX def2/J DEFGRID3
* xyz 0 1
C -0.78 -0.14 -1.87
C 0.35 0.56 -1.10
N -0.03 1.92 -0.79
C 0.74 -0.29 0.09
S 1.83 0.52 1.29
H -0.70 0.13 -2.91
H -1.72 0.32 -1.55
H -0.85 -1.19 -1.60
H 1.22 0.54 -1.79
H -1.03 2.07 -0.78
H 0.50 2.31 -0.03
H -0.13 -0.63 0.67
H 1.24 -1.18 -0.28
H 3.01 0.29 0.70
O -3.25 -2.62 1.15
H -3.95 -2.52 1.81
H -3.73 -2.46 0.33
*
```

SMILES: C[C@@H](N)CS.O
Frontier orbital gap (eV): 9.59
HOMO (Eh): -0.326

=====

[10]
Here is a 2-piece molecular cluster, C3H11NOS overall at a distorted geometry from the OMol25 dataset. Energies are from the ωB97M-V functional and the def2-TZVPD basis.

Structure (ORCA input):
```
! wB97M-V def2-TZVPD RIJCOSX def2/J DEFGRID3
* xyz 0 1
C -0.42 0.88 -1.59
N 0.12 -0.03 -0.50
C 0.42 0.82 0.69
C 1.75 0.42 1.31
S 1.97 -1.35 1.91
H -1.21 1.54 -1.18
H 0.28 1.27 -2.32
H -0.95 0.09 -2.15
H 1.01 -0.26 -0.95
H -0.45 0.72 1.36
H 0.48 1.89 0.45
H 1.99 1.05 2.16
H 2.56 0.51 0.60
H 0.79 -1.83 1.41
O -3.09 -1.67 -0.45
H -3.06 -2.63 -0.47
H -2.17 -1.42 -0.27
*
```

SMILES: CNCCS.O
Frontier orbital gap (eV): 9.92
HOMO (Eh): -0.334

=====

[11]
Here is a 2-piece molecular cluster, C3H11NOS2 overall at a distorted geometry from the OMol25 dataset. Energies are from the ωB97M-V functional and the def2-TZVPD basis.

Structure (ORCA input):
```
! wB97M-V def2-TZVPD RIJCOSX def2/J DEFGRID3
* xyz 0 1
C 1.82 -1.27 -1.97
S 1.47 0.59 -2.18
S 0.45 1.00 -0.39
C 0.08 2.72 -0.66
H 2.32 -1.32 -0.97
H 0.86 -1.83 -1.98
H 2.43 -1.65 -2.81
H -0.23 2.91 -1.71
H -0.73 3.01 0.05
H 0.99 3.35 -0.48
N -1.54 -0.14 2.44
C -1.53 -1.13 1.40
O -0.20 -1.71 1.30
H -1.12 -0.53 3.31
H -0.88 0.66 2.15
H -2.25 -1.93 1.67
H -1.81 -0.68 0.44
H -0.11 -2.04 0.41
*
```

SMILES: CSSC.NCO
Frontier orbital gap (eV): 8.47
HOMO (Eh): -0.294

=====

[12]
Here is a 2-piece molecular cluster, C3H11NOS2 overall at a distorted geometry from the OMol25 dataset. Energies are from the ωB97M-V functional and the def2-TZVPD basis.

Structure (ORCA input):
```
! wB97M-V def2-TZVPD RIJCOSX def2/J DEFGRID3
* xyz 0 1
C 0.42 -1.59 -2.87
C -0.16 -0.52 -1.90
N -1.19 -1.00 -1.02
C 1.06 0.04 -1.14
S 0.62 0.98 0.45
S 1.51 -0.22 1.90
H 1.00 -2.37 -2.39
H -0.34 -2.09 -3.45
H 1.06 -0.95 -3.49
H -0.58 0.30 -2.49
H -1.00 -1.20 -0.06
H -2.13 -1.08 -1.35
H 1.60 -0.80 -0.70
H 1.78 0.67 -1.65
H 0.37 -0.92 2.09
O -1.66 3.70 6.12
H -1.51 2.88 5.63
H -0.86 4.19 6.31
*
```

SMILES: C[C@@H](N)CSS.O
Frontier orbital gap (eV): 9.15
HOMO (Eh): -0.321